A structure of composition C41H51CaCl2N4O12P2S2. Source: the OMol25 dataset; level of theory: wB97M-V/def2-TZVPD.

Each line ends with the Löwdin charge.
Geometry (Å):
Ca 1.130 -0.167 0.804  1.237
C -4.404 5.935 -0.964  -0.061
C -3.067 5.303 -0.680  -0.285
C -2.895 3.923 -0.776  -0.042
C -1.676 3.329 -0.490  -0.038
C -0.603 4.126 -0.107  -0.257
C -0.756 5.499 -0.004  -0.051
C -1.984 6.080 -0.292  -0.047
S 0.985 3.372 0.222  0.575
O 1.820 4.447 0.712  -0.322
O 1.399 2.745 -1.009  -0.310
N 0.678 2.229 1.279  -0.201
C 0.221 2.567 2.538  -0.267
C 0.266 3.807 3.152  -0.024
C -0.264 4.017 4.439  -0.086
C -0.844 3.013 5.156  -0.071
C -0.902 1.720 4.584  -0.177
C -1.484 0.621 5.258  -0.025
C -1.508 -0.608 4.670  -0.050
C -0.922 -0.752 3.397  -0.170
N -0.367 0.243 2.749  0.034
C -0.363 1.488 3.301  -0.170
H -5.041 5.266 -1.541  0.069
H -4.289 6.865 -1.524  0.073
H -4.928 6.175 -0.036  0.079
H -3.734 3.305 -1.077  0.096
H -1.541 2.259 -0.568  0.095
H 0.092 6.098 0.298  0.109
H -2.101 7.155 -0.212  0.109
H 0.729 4.630 2.630  0.089
H -0.199 5.013 4.863  0.100
H -1.252 3.180 6.145  0.099
H -1.901 0.775 6.247  0.112
H -1.939 -1.468 5.164  0.102
H -0.874 -1.722 2.914  0.061
C -2.034 1.986 -4.973  -0.033
C -1.607 0.559 -4.696  -0.440
C -2.617 -0.455 -5.199  -0.038
O -1.486 0.444 -3.261  -0.183
P -0.336 -0.317 -2.477  0.471
O -0.149 0.328 -1.170  -0.339
C -0.869 -2.034 -2.268  -0.191
P -1.558 -2.207 -0.598  0.467
O -0.523 -1.965 0.416  -0.365
O -2.284 -3.609 -0.566  -0.177
C -1.700 -4.948 -0.486  -0.401
C -1.714 -5.549 -1.877  -0.047
C -0.328 -4.960 0.148  -0.052
O -2.766 -1.205 -0.482  -0.157
C -3.970 -1.236 -1.283  -0.440
C -5.054 -1.981 -0.530  -0.039
C -4.331 0.207 -1.559  -0.041
O 0.915 -0.388 -3.413  -0.178
C 2.102 0.497 -3.180  -0.398
C 3.328 -0.346 -3.416  -0.036
C 1.974 1.674 -4.114  -0.038
H -2.095 2.159 -6.049  0.085
H -1.327 2.691 -4.540  0.082
H -3.013 2.175 -4.530  0.085
H -0.626 0.371 -5.139  0.130
H -3.579 -0.299 -4.707  0.081
H -2.292 -1.480 -5.021  0.071
H -2.756 -0.332 -6.274  0.085
H 0.022 -2.666 -2.295  0.071
H -1.570 -2.360 -3.036  0.064
H -2.406 -5.487 0.149  0.142
H -0.998 -5.039 -2.525  0.076
H -2.706 -5.481 -2.325  0.080
H -1.426 -6.599 -1.824  0.086
H 0.404 -4.471 -0.496  0.054
H -0.011 -5.995 0.290  0.102
H -0.306 -4.450 1.110  0.077
H -3.746 -1.750 -2.226  0.131
H -5.240 -1.486 0.424  0.092
H -4.759 -3.011 -0.337  0.071
H -5.977 -1.978 -1.112  0.084
H -4.530 0.723 -0.618  0.091
H -5.226 0.256 -2.183  0.087
H -3.512 0.715 -2.067  0.059
H 2.062 0.829 -2.143  0.084
H 3.335 -0.744 -4.434  0.083
H 3.387 -1.151 -2.691  0.044
H 4.213 0.272 -3.259  0.096
H 1.964 1.345 -5.157  0.083
H 2.824 2.339 -3.963  0.097
H 1.066 2.243 -3.906  0.073
C 2.383 0.237 4.988  0.003
C 3.241 0.644 3.845  -0.348
N 2.978 0.461 2.573  0.110
C 4.070 0.925 1.876  -0.110
C 5.002 1.409 2.756  -0.080
N 4.453 1.225 4.000  0.176
C 6.349 2.019 2.649  -0.505
O 6.841 2.159 1.445  0.111
O 6.935 2.350 3.663  0.061
C 4.142 0.795 0.385  -0.558
O 5.173 1.209 -0.194  0.028
O 3.156 0.251 -0.163  -0.179
H 1.464 -0.204 4.611  0.048
H 2.139 1.091 5.623  0.084
H 2.888 -0.521 5.590  0.086
H 4.927 1.481 4.850  0.164
H 6.180 1.794 0.731  0.058
Cl 2.646 -2.822 -0.495  0.726
C 2.769 -4.238 0.525  -0.671
C 3.266 -5.375 -0.088  -0.151
C 3.378 -6.554 0.630  -0.119
C 2.983 -6.557 1.962  -0.151
C 2.496 -5.405 2.546  -0.696
Cl 2.012 -5.523 4.216  0.609
C 2.359 -4.167 1.874  -0.791
S 1.730 -2.755 2.630  0.539
H 3.562 -5.326 -1.128  0.093
H 3.769 -7.449 0.165  0.090
H 3.052 -7.456 2.559  0.091

Results
Net charge: -1
LUMO energy: 1.78 eV
HOMO: -4.337 eV
2S+1: 1